Record 1
A molecular structure, C25H28Cl5O2Sm at a distorted geometry. Source: the OMol25 dataset; level of theory: ωB97M-V/def2-TZVPD.

Atoms and positions in Å:
1 O -3.9385 6.9502 -0.9116
2 C -4.5901 7.1329 -2.1863
3 C -4.7163 8.6373 -1.9730
4 H -5.5314 6.5815 -2.2433
5 H -3.9511 6.8243 -3.0167
6 C -4.0150 8.3893 -0.6229
7 H -5.7330 9.0140 -1.8947
8 H -4.1563 9.2563 -2.6693
9 C -4.8622 8.6398 0.6013
10 H -5.8426 8.1799 0.4929
11 H -4.9993 9.7093 0.7640
12 H -4.3868 8.2196 1.4869
13 C -2.6305 8.9776 -0.4959
14 H -2.0372 8.7628 -1.3826
15 H -2.1154 8.5568 0.3668
16 H -2.6802 10.0596 -0.3683
17 Sm 0.0000 0.0000 0.0000
18 C 2.2963 -0.3764 -0.4594
19 C 1.5402 -1.0461 -1.4369
20 C 0.8819 -0.0640 -2.2132
21 H 1.4464 -2.1105 -1.5590
22 C 1.2402 1.2000 -1.7137
23 C 2.0971 1.0157 -0.6167
24 H 2.5224 1.7917 -0.0023
25 H 2.9116 -0.8469 0.2869
26 H 0.1914 -0.2627 -3.0121
27 H 0.8779 2.1459 -2.0795
28 C 0.3890 -1.2846 1.9729
29 C 0.9822 -0.0116 2.1445
30 C -0.0410 0.9560 2.1563
31 H 2.0332 0.1900 2.2494
32 C -1.2722 0.2699 2.0176
33 C -1.0033 -1.1025 1.9179
34 H -1.7299 -1.8711 1.7329
35 H 0.9071 -2.2251 1.8905
36 H 0.0937 2.0152 2.2927
37 H -2.2466 0.7203 1.9375
38 O -1.4148 1.6458 -0.5861
39 C -1.1894 3.0073 -0.1606
40 C -1.8238 3.8807 -1.2237
41 H -0.1187 3.1575 -0.0474
42 H -1.6642 3.1445 0.8124
43 C -2.9693 3.0047 -1.7138
44 H -1.1175 4.0686 -2.0325
45 H -2.1465 4.8408 -0.8277
46 C -2.3497 1.6251 -1.6995
47 H -3.3285 3.2801 -2.7027
48 H -3.8103 3.0540 -1.0222
49 H -1.7891 1.4179 -2.6115
50 H -3.0385 0.8069 -1.5305
51 Cl 1.9244 -3.7258 0.2250
52 C 0.2085 -3.7945 -0.2516
53 C -0.6457 -2.6383 -0.4283
54 C -1.9984 -2.8919 -0.7334
55 Cl -3.1126 -1.5651 -0.8385
56 C -2.4884 -4.1933 -0.9329
57 Cl -4.1911 -4.4527 -1.3311
58 C -1.6367 -5.2914 -0.8060
59 Cl -2.2592 -6.9268 -1.0544
60 C -0.2982 -5.0956 -0.4579
61 Cl 0.7487 -6.5121 -0.2666

Computed properties:
HOMO (spin up / spin down) ... -0.3046 / -0.3024 Eh
2S+1 ... 6
Gap between HOMO and LUMO (spin up / spin down) ... 8.4 / 8.3 eV
Calculated total energy ... -4078.685520 a.u.
E_LUMO (spin up / spin down) ... 0.106 / 0.106 eV
⟨S²⟩ ... 8.7638


Record 2
A molecular structure, C25H28ClF4N3NiOS3. Source: the OMol25 dataset; level of theory: ωB97M-V/def2-TZVPD.

Atoms and positions in Å:
1 Ni -0.3438 -0.0814 -0.0306
2 C 2.4740 2.0274 4.4964
3 C 1.6114 0.8064 4.7907
4 S 0.5050 0.3161 3.4384
5 C 1.1867 -1.2814 2.9451
6 C 2.4477 -1.2757 2.0877
7 S 2.2868 -0.4059 0.5043
8 C 3.3639 1.0377 0.6810
9 C 2.9919 2.0919 1.7198
10 S 3.8106 1.7736 3.3116
11 H 2.9658 2.3529 5.4156
12 H 1.8577 2.8640 4.1615
13 H 0.9688 1.0318 5.6447
14 H 2.2353 -0.0428 5.0721
15 H 0.3684 -1.7846 2.4308
16 H 1.3892 -1.8602 3.8507
17 H 2.7345 -2.3025 1.8532
18 H 3.2706 -0.8095 2.6297
19 H 3.3721 1.4751 -0.3180
20 H 4.3747 0.6652 0.8603
21 H 1.9178 2.1060 1.8840
22 H 3.3029 3.0748 1.3620
23 F -4.6194 -3.6463 -3.5344
24 C -3.6558 -2.7548 -3.1957
25 C -2.3334 -3.0806 -3.4074
26 C -1.3611 -2.1524 -3.0542
27 C -1.6817 -0.9180 -2.4863
28 C -0.6347 0.0308 -2.0325
29 C -3.0391 -0.6364 -2.3033
30 C -4.0283 -1.5405 -2.6535
31 H -2.0764 -4.0331 -3.8505
32 H -0.3207 -2.3953 -3.2430
33 H -0.9158 1.0701 -2.2144
34 H 0.3082 -0.1777 -2.5565
35 H -3.3242 0.3026 -1.8459
36 H -5.0756 -1.3184 -2.5028
37 N 1.3356 6.8676 -0.5879
38 C 0.4420 6.2814 0.2452
39 O -0.2325 6.9135 1.0288
40 C 0.3145 4.7746 0.1622
41 C -0.5115 4.1562 1.0855
42 C -0.6491 2.7776 1.0517
43 N -0.0043 2.0222 0.1627
44 C 0.7679 2.6167 -0.7457
45 C 0.9603 3.9850 -0.7833
46 H 1.4375 7.8661 -0.5313
47 H 1.9325 6.3505 -1.2028
48 H -1.0397 4.7528 1.8146
49 H -1.2833 2.2383 1.7449
50 H 1.2280 1.9651 -1.4784
51 H 1.5924 4.3940 -1.5588
52 Cl -2.3146 -0.0389 1.1264
53 F 0.7785 -7.0526 -0.9860
54 C -0.2979 -6.5594 -0.3573
55 F -1.3846 -7.0018 -1.0090
56 F -0.3255 -7.1026 0.8718
57 C -0.2787 -5.0515 -0.2871
58 C -1.2849 -4.3904 0.3948
59 C -1.2400 -3.0096 0.4657
60 N -0.2614 -2.2944 -0.0978
61 C 0.6809 -2.9398 -0.7836
62 C 0.7221 -4.3184 -0.8990
63 H -2.0954 -4.9293 0.8650
64 H -2.0011 -2.4294 0.9744
65 H 1.4250 -2.3235 -1.2712
66 H 1.5113 -4.7970 -1.4587

Computed properties:
HOMO (spin up / spin down) ... -0.2509 / -0.2764 Eh
2S+1 ... 3
Gap between HOMO and LUMO (spin up / spin down) ... 6.4 / 7.1 eV
Calculated total energy ... -4771.566579 a.u.
E_LUMO (spin up / spin down) ... -0.389 / -0.414 eV
⟨S²⟩ ... 2.0092


Record 3
A molecular structure, C25H28ClN4O2SiTi. Source: the OMol25 dataset; level of theory: ωB97M-V/def2-TZVPD.

Atoms and positions in Å:
1 Ti 0.2522 -2.3161 -0.5729
2 C 3.5871 -3.9809 -1.8380
3 C 3.3057 -3.7301 -0.3903
4 C 4.2291 -3.9757 0.6160
5 C 3.9011 -3.6671 1.9270
6 C 2.6674 -3.1148 2.2435
7 C 1.7880 -2.8979 1.1989
8 N 2.1181 -3.2144 -0.0736
9 N 0.4967 -2.3403 1.2554
10 Si -0.1009 -1.2942 2.5873
11 C 1.1644 0.0591 2.8316
12 C -1.7476 -0.6548 1.9880
13 C -0.3402 -2.3541 4.1102
14 H 4.1487 -3.1431 -2.2552
15 H 2.6586 -4.0830 -2.3982
16 H 4.1838 -4.8814 -1.9701
17 H 5.1902 -4.4000 0.3650
18 H 4.6161 -3.8574 2.7165
19 H 2.4008 -2.8656 3.2580
20 H 1.5290 0.4604 1.8844
21 H 2.0267 -0.2528 3.4210
22 H 0.6685 0.8722 3.3691
23 H -1.7376 -0.2820 0.9618
24 H -2.0412 0.1891 2.6191
25 H -2.5314 -1.4096 2.0698
26 H 0.5844 -2.7507 4.5280
27 H -1.0074 -3.1932 3.9077
28 H -0.8081 -1.7487 4.8911
29 Cl -0.5440 -4.5434 -1.2145
30 C -1.6177 -3.1318 -0.9712
31 H -2.2757 -3.3050 -0.1264
32 H -2.1067 -2.8714 -1.9029
33 O 1.9835 -0.4199 -0.7973
34 C 0.9518 0.2029 -1.0945
35 N 0.7345 1.5195 -1.1876
36 C -0.6862 1.8183 -1.3877
37 C -1.2427 0.3766 -1.5622
38 O -2.3824 0.0623 -1.7853
39 N -0.2019 -0.4971 -1.3453
40 C -1.3221 2.3921 -0.1080
41 C -0.5430 2.7780 0.9751
42 C -1.1347 3.2832 2.1269
43 C -2.5114 3.3997 2.2102
44 C -3.2954 3.0131 1.1300
45 C -2.7066 2.5176 -0.0209
46 C -0.9308 2.7053 -2.6012
47 C 0.0436 3.6125 -3.0040
48 C -0.1798 4.4587 -4.0799
49 C -1.3808 4.4082 -4.7680
50 C -2.3558 3.5050 -4.3725
51 C -2.1361 2.6591 -3.2963
52 H 1.4605 2.1898 -1.0069
53 H 0.5342 2.6896 0.9439
54 H -0.5100 3.5909 2.9556
55 H -2.9737 3.7965 3.1040
56 H -4.3724 3.1008 1.1817
57 H -3.3337 2.2135 -0.8464
58 H 0.9923 3.6807 -2.4880
59 H 0.5910 5.1567 -4.3782
60 H -1.5562 5.0669 -5.6077
61 H -3.2947 3.4519 -4.9071
62 H -2.8991 1.9464 -3.0180

Computed properties:
HOMO ... -0.4193 Eh
Gap between HOMO and LUMO ... 7.6 eV
Calculated total energy ... -2938.086262 a.u.
E_LUMO ... -3.802 eV
Total charge ... +1


The relative energy (zero: lowest compared OMol25 entry of this formula, charge and spin) results, record by record, are as follows: 28.51, 0.68, 0.00 kcal per mole.